Entry 1:
8 unconnected molecules or ions with the total composition C50H106F2N8O10S2 at a distorted geometry. Source: the OMol25 dataset; level of theory: ωB97M-V/def2-TZVPD.

Computed properties:
- Gap between HOMO and LUMO (spin up / spin down): 3.403 / 4.151 eV
- Total charge: +5
- 2S+1: 2
- F_max: 12.83 eV/Å
- E_tot: -4152.8201 Eh

XYZ file:
```
178
Properties=species:S:1:pos:R:3:forces:R:3
C -1.277794 3.951013 0.620443 0.683 0.199 -0.087
C -2.716029 4.096343 0.273894 -1.997 4.536 1.696
O -3.380846 5.096925 0.592392 1.920 -4.373 -1.672
N -3.409240 2.948723 -0.504031 0.356 2.307 0.950
H -2.666550 2.345478 -0.827454 0.402 -0.806 -0.313
H -3.982171 2.493890 0.192374 -0.380 -0.435 0.107
C -4.215067 3.509346 -1.629049 -0.527 -0.424 0.023
H -0.632160 3.833671 -0.249887 -0.245 -0.614 -0.215
H -1.102376 3.154078 1.343097 -0.017 -0.278 -0.176
H -0.893491 4.871424 1.060045 -0.611 0.096 0.242
H -4.677819 2.638346 -2.093055 0.150 0.332 -0.451
H -3.537574 4.066287 -2.276288 -0.245 -0.211 -0.085
H -5.010407 4.143678 -1.237699 0.298 0.074 0.078
C 5.511816 1.402086 -8.582133 -1.598 1.106 0.795
C 4.098434 1.182611 -8.024752 -1.488 -2.287 -3.039
O 3.201958 0.588533 -8.605522 2.478 2.064 2.513
N 3.792206 1.784176 -6.638361 -1.055 -1.733 0.410
H 4.670433 1.848940 -6.143759 0.365 -0.143 0.377
H 3.488280 2.737907 -6.773006 -0.373 0.469 -0.194
C 2.697810 0.979311 -5.827140 1.160 1.223 0.754
H 5.816156 2.421967 -8.346927 0.043 0.255 -0.007
H 5.329651 1.369755 -9.656317 0.735 -0.576 0.029
H 6.271487 0.778633 -8.110651 -0.178 -0.481 -0.474
H 1.723699 1.415258 -6.048837 0.130 -0.673 -0.430
H 2.890759 1.183231 -4.773913 0.060 0.542 0.056
H 2.852364 -0.099562 -5.842977 -0.249 0.196 -1.145
C -1.445821 -1.658404 4.884667 -0.334 0.784 -0.314
C -2.905806 -2.019821 4.459070 2.033 -1.028 0.685
C -2.955999 -3.581697 4.590064 -1.642 -0.333 1.422
C -4.406696 -4.159930 4.679590 0.933 0.404 0.135
C -5.180124 -3.517623 5.873504 1.113 2.428 -1.493
C -5.288623 -1.914820 5.664425 -0.919 -1.367 1.665
N -3.906671 -1.323995 5.393719 1.817 7.352 -0.619
O -3.586597 0.021807 5.673547 -2.299 -9.157 -1.525
C -5.716110 -1.308434 7.029851 -0.127 1.238 -1.271
C -6.269024 -1.475422 4.530109 0.066 0.438 -0.611
C -3.219153 -1.603825 3.000240 -0.341 0.424 -0.121
H -1.326967 -1.675451 5.968033 -0.109 0.190 -0.038
H -1.137491 -0.701974 4.462447 -0.151 0.229 0.389
H -0.711701 -2.362765 4.493456 -0.451 -0.362 -0.160
H -2.506403 -3.976936 5.500980 0.517 0.787 0.275
H -2.353463 -4.045666 3.809171 -0.294 0.331 -0.374
H -4.306782 -5.238191 4.803964 -0.234 0.023 -0.080
H -4.767861 -3.949352 3.672954 -1.182 -0.228 0.263
H -4.645158 -3.489959 6.822794 0.334 -1.042 -0.124
H -6.199956 -3.831594 6.095897 0.098 -0.221 -0.404
H -5.174730 -1.649387 7.912319 0.265 -0.009 -0.340
H -6.782923 -1.362722 7.246771 0.021 -0.388 -0.381
H -5.516765 -0.268011 6.773179 -0.195 0.367 1.197
H -5.989167 -1.727725 3.507301 0.619 -0.060 0.133
H -6.473796 -0.404898 4.542473 0.344 0.125 0.227
H -7.260793 -1.925327 4.575897 0.179 -0.437 0.917
H -3.980320 -2.285600 2.620888 0.024 0.254 -0.205
H -2.361765 -1.584597 2.327485 0.506 -0.884 0.471
H -3.506807 -0.562826 2.853018 -0.633 0.058 0.635
C 2.797017 2.791071 7.283348 -0.334 1.653 0.747
C 2.393789 1.623809 6.450645 -0.374 -0.931 1.007
C 0.923027 1.195964 6.756965 -0.835 -1.119 0.191
C -0.202591 1.977588 6.099770 1.931 0.209 -1.383
C 0.182879 2.086899 4.581516 -0.351 0.997 0.884
C 1.587635 2.699287 4.247548 -0.807 -0.992 0.134
N 2.561955 1.846104 5.027426 4.717 1.726 -3.006
O 3.965900 2.068322 4.629579 -5.597 -0.907 1.431
C 1.653563 4.170690 4.668487 0.809 1.011 -0.461
C 1.839101 2.492496 2.682627 0.979 0.364 1.729
C 3.211736 0.406036 6.861212 0.304 -0.819 0.093
H 3.701249 3.310042 6.965331 0.286 -0.559 0.085
H 2.836901 2.479104 8.326995 0.377 0.038 -0.042
H 2.050401 3.585152 7.273650 -0.222 -0.074 0.025
H 0.632446 1.142033 7.806134 0.976 0.422 0.447
H 0.893091 0.132667 6.519083 -0.289 -0.150 -0.613
H -0.196161 2.920143 6.647171 -0.452 0.395 -0.549
H -1.200351 1.540090 6.134025 0.143 -0.206 0.431
H -0.596598 2.715714 4.151297 0.052 0.096 -0.584
H 0.113535 1.084715 4.158522 0.079 -0.085 -0.153
H 2.667854 4.566187 4.614734 0.364 -0.416 -0.200
H 1.373925 4.492118 5.671779 -0.504 -0.737 -0.066
H 1.126171 4.832515 3.981497 -0.444 -0.249 -0.177
H 1.885944 1.425253 2.466045 -0.398 0.018 -0.096
H 2.833438 2.874555 2.451496 0.113 0.084 0.125
H 1.157015 3.049829 2.040579 -0.398 -0.200 0.270
H 3.064237 0.195145 7.920392 -0.258 0.100 0.038
H 4.295004 0.420531 6.741116 -0.133 0.552 -0.360
H 2.819561 -0.448203 6.309325 0.225 -0.188 -0.052
C 1.831296 -4.988868 -0.517346 -0.156 -0.756 1.850
C 2.482524 -4.377371 -1.740968 -0.218 -0.242 1.827
C 1.758363 -3.078893 -1.901518 -0.732 2.347 -1.071
C 2.455373 -1.989364 -2.772217 -0.212 -0.979 0.620
C 3.817045 -1.683936 -2.112621 -1.872 -1.142 -1.964
C 4.710289 -2.947208 -2.191128 1.252 2.943 1.421
N 4.012236 -4.089216 -1.547451 5.116 -7.654 -1.835
O 4.838040 -5.206340 -1.406009 -5.459 7.129 -0.209
C 5.894421 -2.454770 -1.268113 0.252 -0.615 -0.057
C 5.328671 -3.236051 -3.618278 -0.699 -1.777 1.135
C 2.340956 -5.255165 -2.960883 -0.385 0.746 -0.983
H 2.132132 -4.495895 0.407080 0.644 -0.055 0.010
H 1.859200 -6.065356 -0.348558 0.780 -0.032 -0.393
H 0.761393 -4.801910 -0.425307 -0.163 0.332 -1.011
H 1.447221 -2.606246 -0.969914 0.488 -0.280 0.286
H 0.803081 -3.376083 -2.334194 -0.044 0.146 -0.207
H 1.886050 -1.076033 -2.944817 -0.400 -0.089 0.570
H 2.536792 -2.414107 -3.772752 0.589 0.044 -0.211
H 3.678303 -1.374002 -1.076859 0.060 0.140 -0.091
H 4.227012 -0.888105 -2.734462 0.683 -0.027 0.477
H 6.023521 -1.382354 -1.414261 0.138 -0.135 -0.497
H 6.813816 -2.982347 -1.522050 -0.031 0.018 0.383
H 5.664047 -2.497307 -0.203595 -0.033 -0.560 -0.010
H 5.754668 -2.337707 -4.065043 -0.275 -0.058 0.211
H 4.636629 -3.793435 -4.249563 -0.266 0.657 -0.306
H 6.096730 -3.993627 -3.462575 0.388 0.315 0.058
H 1.267320 -5.276892 -3.147804 -0.155 -0.396 0.328
H 2.720736 -6.276448 -2.931544 0.325 0.375 0.097
H 2.649613 -4.628921 -3.797940 0.594 -0.674 -0.393
C -5.401771 -1.938948 -0.305860 -1.941 -0.625 -1.092
C -4.636033 -1.731316 -1.691223 0.566 -0.133 1.228
C -3.494555 -2.749443 -1.750227 0.013 -0.937 -0.858
C -3.893992 -4.231400 -1.921183 -0.912 -0.824 -0.071
C -4.760009 -4.529893 -3.190931 1.989 1.535 0.569
C -5.923194 -3.522972 -3.394399 -0.169 -1.856 -2.240
N -5.577957 -2.092778 -2.897658 -7.250 4.500 0.390
O -6.545237 -1.180024 -3.189835 6.649 -5.440 1.558
C -7.217585 -4.040247 -2.701057 -0.295 0.793 1.661
C -6.138738 -3.466944 -4.952724 0.480 1.168 -0.868
C -4.109449 -0.284116 -1.748941 -0.206 0.439 -0.839
H -4.894794 -1.945698 0.659036 1.090 0.491 -0.679
H -5.903799 -2.905675 -0.267200 0.118 -0.280 -0.393
H -6.251167 -1.263532 -0.203646 0.169 0.420 -0.215
H -2.845028 -2.634091 -0.882528 -0.142 0.185 0.028
H -2.883914 -2.559870 -2.632999 0.200 0.458 -0.012
H -4.406221 -4.728258 -1.097257 -0.120 0.638 0.548
H -2.980489 -4.822763 -1.983821 0.127 0.131 -0.244
H -5.011271 -5.588984 -3.248243 -0.798 0.271 0.295
H -4.064783 -4.427009 -4.024099 -0.091 0.275 -0.294
H -7.004465 -4.413803 -1.699488 0.411 0.063 0.160
H -7.752383 -4.885867 -3.133532 0.581 0.194 -0.944
H -7.952166 -3.254355 -2.525365 0.009 0.147 -0.429
H -6.988945 -2.928377 -5.371268 -0.412 -0.076 0.785
H -6.080869 -4.403783 -5.506887 -0.395 -0.645 0.996
H -5.307507 -2.979412 -5.462105 0.447 0.437 0.474
H -4.841068 0.522045 -1.694838 -0.674 -0.528 0.333
H -3.576966 -0.020740 -2.662835 0.191 -0.614 -0.101
H -3.407000 -0.117620 -0.932272 -0.014 -0.442 0.108
C 4.355252 1.574403 -0.044271 -1.079 0.697 -1.574
C 4.056328 3.009473 -0.628274 -0.164 0.193 1.221
C 3.896796 3.160225 -2.146019 -0.151 -0.614 1.293
N 3.410352 4.551328 -2.610867 0.815 -0.814 -0.592
C 1.886081 4.654787 -2.570653 1.633 -0.577 0.506
C 3.860572 4.656029 -4.054769 1.494 1.751 0.381
C 5.357432 5.131749 -3.975694 -0.518 -0.045 0.576
C 5.536695 5.722264 -2.540311 1.070 -0.524 -0.240
C 4.186317 5.689520 -1.911059 -0.939 -0.323 -0.422
H 5.380937 1.259460 -0.236313 -0.022 0.106 0.309
H 3.674164 0.905685 -0.570615 0.071 -0.338 -0.134
H 4.035031 1.480918 0.993417 0.536 0.364 0.048
H 4.743382 3.697973 -0.136299 0.344 0.071 -0.472
H 3.082664 3.342856 -0.269194 -0.209 -0.246 0.508
H 3.091348 2.453545 -2.345876 -0.112 0.076 -0.625
H 4.793774 2.830075 -2.669977 0.027 0.546 -0.237
H 1.622255 4.490339 -1.525930 -0.350 0.185 -0.162
H 1.575296 3.809243 -3.184308 -0.519 0.307 0.054
H 1.596913 5.634185 -2.951787 -0.067 -0.195 0.099
H 3.309747 5.481704 -4.505280 -0.420 -0.445 -0.183
H 3.795796 3.705125 -4.583623 -0.562 0.146 0.235
H 5.586602 5.921170 -4.691505 -0.134 -0.397 -0.281
H 5.977200 4.251611 -4.146995 0.393 0.354 0.049
H 5.898010 6.750000 -2.504135 -0.066 0.010 -0.438
H 6.297333 5.188715 -1.970356 -0.170 -0.344 -0.019
H 3.689265 6.601777 -2.240932 -0.451 -0.041 0.578
H 4.201074 5.515854 -0.835091 -0.386 0.339 -0.221
N -1.206401 1.395779 -1.375350 0.461 -1.976 6.913
S -0.713691 1.038325 -2.696277 -3.020 0.916 -12.438
O -1.391641 -0.084980 -3.378767 2.385 1.723 1.591
O 0.615191 1.440855 -3.028892 0.970 -1.097 0.114
F -1.531672 2.296394 -3.346445 0.054 -0.130 -0.394
S -0.254215 0.262396 -0.615655 0.160 -0.688 6.152
O 1.056432 0.707092 -0.304391 0.339 0.371 -0.836
O -0.418353 -1.133469 -0.914195 -0.662 1.244 -0.333
F -0.960117 0.474666 0.834170 -0.304 -0.385 -0.907
```
Forces are in eV/Å.

These are the Mulliken partial charges, in e, on atoms 1 to 6:
1 C -0.097
2 C 0.164
3 O -0.454
4 N 0.908
5 H 0.044
6 H 0.445

Entry 2:
A single C4H4INO2 molecule at a distorted geometry. Source: the OMol25 dataset; level of theory: ωB97M-V/def2-TZVPD.

Computed properties:
- Gap between HOMO and LUMO (spin up / spin down): 6.235 / 6.287 eV
- Total charge: 0
- 2S+1: 3
- F_max: 4.14 eV/Å
- E_tot: -657.5620 Eh

XYZ file:
```
12
Properties=species:S:1:pos:R:3:forces:R:3
C -1.197844 -2.438804 1.269196 -4.023 -0.883 -0.134
C -2.578664 -1.313123 1.093237 2.552 -1.614 0.502
C -0.525982 -0.317390 0.863258 3.020 1.644 2.310
C 0.289682 0.272242 -0.324695 -2.090 -0.505 0.582
N -0.225347 -1.675821 1.117628 1.389 1.899 -0.849
O -3.722249 -1.605030 1.131337 0.005 0.208 -0.086
O -1.948731 -0.160858 0.842127 -0.611 -0.317 -0.568
I -1.289475 -4.383395 1.821716 -0.295 -0.120 0.195
H -0.138142 0.287479 1.850606 -1.034 -0.932 -2.090
H 1.248905 -0.174831 -0.303603 0.984 -0.243 0.139
H 0.304222 1.309129 -0.159795 0.531 1.492 0.211
H -0.132209 0.169809 -1.312445 -0.428 -0.630 -0.211
```
Forces are in eV/Å.

These are the natural (NBO) partial charges, in e, on atoms 1 to 6:
1 C -0.227
2 C 0.789
3 C 0.245
4 C -0.628
5 N -0.372
6 O -0.441

Entry 3:
A molecular structure, C2H9N2P at a distorted geometry. Source: the OMol25 dataset; level of theory: ωB97M-V/def2-TZVPD.

Computed properties:
- Gap between HOMO and LUMO: 9.575 eV
- Energy relative to the best compared isomer or geometry (same formula, charge and spin): 3.455 eV
- Total charge: 0
- F_max: 4.24 eV/Å
- E_tot: -532.3189 Eh

XYZ file:
```
14
Properties=species:S:1:pos:R:3:forces:R:3
C 1.827575 -0.363665 0.109696 -0.498 1.916 -1.052
C -0.741247 -1.297230 -0.682536 2.297 2.213 2.711
N 0.815972 0.677267 -0.177576 -2.553 0.713 -1.081
N -0.835123 0.144964 -0.624535 2.798 0.083 -0.473
P -2.086231 0.708787 0.405250 1.562 0.623 -0.026
H 1.479975 -0.906286 0.955545 0.106 -0.591 0.701
H 1.977054 -1.007561 -0.763187 0.581 -0.126 0.359
H 2.713520 0.286431 0.382860 -0.665 -1.146 -0.354
H -0.558204 -1.676020 0.356583 0.933 -0.122 -0.637
H -1.625686 -1.744602 -0.808832 -3.633 -1.442 -1.634
H 0.000575 -1.447215 -1.408849 0.809 -1.401 -0.777
H 1.089624 1.235134 -1.035956 -0.697 -1.200 1.153
H -1.218403 1.810694 0.583741 -0.786 0.602 0.488
H -1.574136 0.103446 1.574978 -0.253 -0.124 0.621
```
Forces are in eV/Å.

These are the natural (NBO) partial charges, in e, on atoms 1 to 6:
1 C -0.443
2 C -0.438
3 N -0.503
4 N -0.573
5 P 0.526
6 H 0.202